# 1
Here is a 5-piece molecular cluster, C28H68BrN4O2 overall from the Open Molecules 2025 dataset. Energies are from ωB97M-V/def2-TZVPD.

The calculation puts the strongest force on any atom at 2.90 eV Å⁻¹. As for the HOMO-LUMO gap (spin up / spin down): 10.6 / 5.0 eV. The expectation value of S² is 0.75.

Geometry as ORCA input:
```
! wB97M-V def2-TZVPD RIJCOSX def2/J DEFGRID3
* xyz 4 2
C 1.24871 -3.60617 -1.26149
N -0.08386 -3.59395 -1.98370
C -0.44591 -2.14649 -2.37333
C -0.00237 -4.34652 -3.26708
C -1.11863 -4.24718 -1.01518
C -2.52485 -4.48380 -1.53669
O -3.17086 -3.26894 -1.86059
H 1.60282 -4.62564 -1.10863
H 1.22393 -3.02114 -0.34213
H 1.99386 -3.17926 -1.93275
H 0.41752 -1.89641 -2.98980
H -0.53875 -1.45653 -1.53462
H -1.33182 -2.11419 -3.00754
H 0.24441 -5.38779 -3.05983
H 0.79390 -4.07293 -3.95933
H -0.99668 -4.32293 -3.71303
H -1.15341 -3.59379 -0.14341
H -0.65709 -5.14236 -0.59838
H -3.12360 -4.80426 -0.68410
H -2.60902 -5.24292 -2.31434
H -4.05696 -3.55122 -2.09880
C -3.34302 4.04072 2.87762
N -2.06246 4.74891 3.19804
C -2.03511 6.05848 2.40219
C -2.06219 5.30395 4.65203
C -0.75953 3.91582 3.00766
C -0.38087 3.49688 1.55898
O -1.25814 2.53750 1.02682
H -3.19285 3.74664 1.83884
H -4.06183 4.85760 2.94187
H -3.46102 3.30032 3.66880
H -2.88174 6.64628 2.75686
H -2.07615 5.90350 1.32404
H -1.08011 6.55969 2.55990
H -2.09573 4.52087 5.40950
H -3.04851 5.76752 4.67129
H -1.26845 6.03256 4.81698
H -0.92655 3.02753 3.61688
H 0.04366 4.49566 3.46239
H 0.69014 3.29529 1.53891
H -0.45922 4.38896 0.93758
H -0.91223 1.65134 1.15593
C -3.36600 2.71106 -2.14401
C -3.40446 1.16293 -2.35329
C -3.41909 0.41079 -1.01279
C -4.72564 0.49017 -0.17419
N -4.64573 -0.35978 1.19306
C -4.31297 -1.83110 0.91187
C -4.93858 -2.72094 1.96081
C -5.99873 -1.87007 2.59314
C -6.09389 -0.51852 1.77902
C -3.65588 0.24306 2.22526
H -4.32996 3.00661 -1.72986
H -3.37030 3.15504 -3.13948
H -2.45518 3.02917 -1.63675
H -2.50807 0.93032 -2.92815
H -4.33019 1.05735 -2.91896
H -2.59288 0.67105 -0.35116
H -3.27633 -0.60314 -1.38650
H -5.58879 0.19195 -0.76929
H -4.78797 1.52054 0.17589
H -3.23196 -1.96537 0.95046
H -4.71408 -2.06729 -0.07374
H -4.23562 -3.05582 2.72358
H -5.48740 -3.51248 1.45056
H -5.79218 -1.73600 3.65496
H -6.89660 -2.48431 2.52505
H -6.39116 0.35894 2.35329
H -6.81323 -0.58876 0.96311
H -2.65621 0.17122 1.79678
H -3.71693 -0.27247 3.18370
H -3.81970 1.31173 2.36388
C 7.09076 -3.16767 -2.57837
C 8.12347 -2.06917 -2.60155
C 7.58254 -0.71401 -2.08861
C 6.87183 -0.64371 -0.71136
N 5.93251 0.58909 -0.45158
C 4.75455 0.74691 -1.44515
C 3.86903 -0.35392 -1.00886
C 3.76192 -0.09113 0.49655
C 5.19820 0.52649 0.90197
C 6.87053 1.76856 -0.43677
H 6.14465 -2.83821 -3.00783
H 6.96820 -3.52203 -1.55489
H 7.38789 -4.04410 -3.15430
H 8.37424 -1.77540 -3.62082
H 9.01482 -2.40499 -2.07163
H 6.97408 -0.35976 -2.92071
H 8.40922 -0.00608 -2.02917
H 7.59627 -0.70441 0.10080
H 6.26283 -1.52743 -0.52094
H 4.27674 1.71424 -1.29007
H 5.04505 0.79127 -2.49479
H 2.92749 -0.41583 -1.55453
H 4.32784 -1.31606 -1.23662
H 2.95073 0.59669 0.73523
H 3.43837 -0.95959 1.07029
H 5.08377 1.49881 1.38114
H 5.79873 -0.04258 1.61163
H 7.48415 1.75622 0.46401
H 6.22815 2.63140 -0.61272
H 7.57832 1.73037 -1.26483
Br 0.14976 -0.42144 1.06950
*
```



# 2
Here is a 7-piece molecular cluster, C28H69FIN4O7S overall from the Open Molecules 2025 dataset. Energies are from ωB97M-V/def2-TZVPD.

The calculation puts the strongest force on any atom at 0.80 eV Å⁻¹. As for the HOMO-LUMO gap: 8.6 eV.

Geometry as ORCA input:
```
! wB97M-V def2-TZVPD RIJCOSX def2/J DEFGRID3
* xyz 1 1
C -2.23397 -0.86052 7.37852
C -2.33288 0.34203 6.43226
C -2.28813 -0.02799 4.94566
N -1.91361 1.10122 4.09660
C -1.04348 1.03787 2.94674
C -1.84429 0.73348 1.61975
C -3.05880 -0.15860 1.91304
C -1.13799 0.18795 0.36883
C -0.82384 -1.31085 0.36293
C 0.07716 -1.69572 -0.81201
C 0.22436 0.21168 3.20518
F 0.96611 0.24102 2.03549
C 1.16259 0.77902 4.34117
I 1.24668 -0.84321 5.79344
C 2.59460 0.95617 3.80774
C 3.67582 1.40310 4.80211
N 0.66183 2.09495 4.85402
C 1.13040 2.80294 6.08032
C 1.19956 2.08475 7.41747
C 0.17709 2.91209 3.91386
N 0.35520 4.23148 3.98514
S -0.44014 5.46085 3.06763
N -0.56830 2.45510 2.86189
O -0.08777 2.84059 1.58797
H -2.99487 -0.82052 8.15775
H -2.38827 -1.80001 6.83955
H -1.26009 -0.92999 7.86237
H -1.56771 1.09762 6.62556
H -3.28972 0.84119 6.61213
H -1.65097 -0.89413 4.76127
H -3.29586 -0.35458 4.66315
H -2.72454 1.64304 3.83211
H -2.23360 1.71776 1.33272
H -3.51972 -0.42165 0.96257
H -2.77447 -1.08338 2.42262
H -3.80875 0.33592 2.53057
H -0.23863 0.75823 0.14256
H -1.83444 0.37846 -0.45603
H -0.35984 -1.62944 1.30084
H -1.76434 -1.86241 0.27877
H 0.58431 -2.64622 -0.64678
H 0.84548 -0.93635 -0.97499
H -0.51640 -1.75988 -1.72394
H -0.02753 -0.82773 3.40026
H 2.53638 1.68035 2.98901
H 2.88108 0.00126 3.36959
H 3.95886 2.44525 4.64698
H 4.57533 0.80520 4.66002
H 3.38465 1.27536 5.84404
H 2.10021 3.27552 5.89030
H 0.40372 3.60691 6.21626
H 1.32253 2.87055 8.16702
H 2.04661 1.41390 7.51260
H 0.28943 1.53629 7.65131
H 0.96867 4.60824 4.69080
H -1.50652 4.68990 2.81312
H 0.87596 2.93000 1.64121
C -3.85627 1.49999 -2.79939
C -4.98662 0.88652 -1.99927
O -4.85178 1.12541 -0.59118
H -2.89526 1.10261 -2.46982
H -3.96789 1.28025 -3.86128
H -3.82359 2.58405 -2.66927
H -4.99543 -0.19652 -2.11387
H -5.95442 1.26483 -2.34142
H -4.87450 2.07908 -0.46284
C -0.96210 -0.78358 -4.94211
C -1.94789 -1.62587 -4.15487
O -3.25494 -1.60871 -4.71742
H -1.31139 0.24820 -5.00636
H 0.02397 -0.79000 -4.47374
H -0.85462 -1.17500 -5.95693
H -2.06216 -1.22781 -3.14569
H -1.59139 -2.65871 -4.07525
H -3.18969 -1.97052 -5.60779
C 4.77218 -2.26276 -0.77606
C 4.51935 -1.52720 -2.07773
O 3.18477 -1.03281 -2.16799
H 4.07071 -3.09087 -0.66531
H 5.79002 -2.65337 -0.74908
H 4.64387 -1.59638 0.08189
H 4.64200 -2.20037 -2.92394
H 5.23710 -0.70961 -2.19920
H 3.05158 -0.41441 -1.44310
C 4.90921 -5.47134 -3.41256
C 6.41726 -5.47742 -3.57058
O 7.03039 -4.38508 -2.88803
H 4.49289 -4.53698 -3.79059
H 4.44816 -6.30045 -3.95021
H 4.63664 -5.56201 -2.35764
H 6.69805 -5.36366 -4.61653
H 6.83531 -6.42459 -3.21482
H 6.82039 -4.47725 -1.95336
C -1.20415 5.32306 -2.46101
C -0.63430 4.44293 -3.55824
O -1.58527 3.51218 -4.05883
H -1.57914 4.70752 -1.64123
H -0.44411 6.00282 -2.07252
H -2.03212 5.92753 -2.83821
H 0.18440 3.83518 -3.17274
H -0.23432 5.05861 -4.37040
H -2.31808 4.00430 -4.44314
C -0.40234 -3.00465 -8.83814
C -1.81916 -3.54248 -8.86692
O -2.58762 -3.11014 -7.74322
H 0.10208 -3.30890 -7.92044
H 0.17005 -3.37446 -9.68946
H -0.40046 -1.91262 -8.88210
H -1.82054 -4.63009 -8.81258
H -2.31952 -3.25367 -9.79620
H -2.63450 -2.14880 -7.79234
*
```